i | 67
Properties=species:S:1:pos:R:3:mulliken_charge:R:1 method="wB97M-V/def2-TZVPD" homo_ev=-11.330 gap_ev=2.757 total_charge=+1
Hg -2.099 -1.240 -2.842 1.288
N -1.073 -0.545 -1.017 0.326
S -0.321 -1.123 0.172 0.713
O -1.154 -1.554 1.288 -0.552
O 1.059 -0.652 0.426 -0.411
F -0.095 -2.588 -0.484 -0.323
S -0.903 1.054 -0.417 0.642
O 0.139 1.866 -1.010 -0.280
O -1.299 1.291 0.965 -0.438
F -2.227 1.665 -1.094 -0.357
C 1.271 -1.625 -3.298 -0.261
O 0.015 -2.268 -3.548 -0.444
H 2.037 -2.229 -2.810 0.277
H 1.707 -1.178 -4.191 0.450
H 1.161 -0.876 -2.514 -0.111
H -0.040 -2.669 -4.418 0.317
C -0.597 4.435 -3.326 -0.120
O -0.389 3.887 -4.662 -0.536
H 0.180 4.039 -2.672 -0.048
H -0.675 5.522 -3.298 0.298
H -1.597 4.121 -3.028 0.105
H 0.553 3.786 -4.811 0.333
C -3.384 -0.551 3.001 -0.168
O -4.545 -0.085 3.734 -0.586
H -2.500 0.058 3.190 0.175
H -3.211 -1.594 3.266 0.251
H -3.619 -0.509 1.937 -0.036
H -5.047 0.497 3.159 0.366
C 1.682 -5.306 0.039 -0.271
O 2.952 -4.976 0.563 -0.481
H 1.602 -6.272 -0.458 0.358
H 0.941 -5.234 0.835 0.198
H 1.433 -4.570 -0.725 -0.082
H 3.568 -5.098 -0.163 0.281
C 2.174 2.078 1.970 0.087
O 3.196 3.045 2.031 -0.530
H 2.122 1.772 0.925 -0.180
H 2.399 1.129 2.457 0.107
H 1.223 2.449 2.352 0.197
H 3.855 2.624 2.588 0.336
C -5.565 0.884 0.288 -0.399
O -5.325 1.562 1.541 -0.538
H -4.739 1.001 -0.413 -0.062
H -5.715 -0.187 0.421 0.298
H -6.481 1.366 -0.056 0.439
H -5.493 2.491 1.366 0.294
O -4.150 0.034 -2.824 -0.436
H -5.039 -0.299 -2.700 0.295
H -4.270 0.951 -3.071 0.307
C 3.787 1.256 -1.526 -0.553
C 3.931 2.762 -1.846 -0.300
O 2.888 3.158 -2.724 -0.539
H 3.850 0.735 -2.482 0.286
H 2.815 1.060 -1.074 -0.164
H 4.538 0.812 -0.872 0.396
H 4.933 2.942 -2.235 0.333
H 3.773 3.411 -0.985 0.255
H 2.043 2.996 -2.299 0.233
C 2.421 -1.923 4.046 -0.842
C 1.127 -2.586 4.483 -0.212
O 0.003 -1.737 4.251 -0.505
H 2.590 -1.980 2.971 0.220
H 3.202 -2.483 4.561 0.390
H 2.484 -0.874 4.335 0.187
H 1.198 -2.833 5.542 0.309
H 0.893 -3.459 3.873 0.197
H -0.189 -1.638 3.315 0.221


ii | 67
Properties=species:S:1:pos:R:3:mulliken_charge:R:1 method="wB97M-V/def2-TZVPD" homo_ev=-11.348 gap_ev=3.524 total_charge=+1
Hg -3.455 -1.863 -1.207 1.491
N -1.758 -0.518 -0.539 -0.014
S -1.498 0.437 0.661 0.776
O -1.477 1.872 0.448 -0.444
O -0.564 -0.163 1.646 -0.417
F -2.954 0.211 1.258 -0.315
S -0.454 0.171 -1.448 0.478
O 0.900 0.034 -0.865 -0.334
O -0.756 1.373 -2.264 -0.305
F -0.373 -1.026 -2.547 -0.347
C -2.990 -2.652 2.000 -0.324
O -2.727 -3.278 0.802 -0.419
H -2.792 -3.147 2.951 0.533
H -2.416 -1.727 2.054 -0.170
H -4.048 -2.393 2.044 0.242
H -2.792 -4.229 0.915 0.301
C 2.686 1.375 -3.713 -0.253
O 3.616 2.269 -4.243 -0.545
H 2.821 0.504 -4.354 0.259
H 2.989 1.116 -2.698 0.202
H 1.663 1.750 -3.691 0.007
H 3.023 2.742 -4.831 0.330
C -0.043 0.858 -6.708 -0.628
O -0.147 1.640 -5.570 -0.397
H 0.834 0.234 -6.534 0.247
H -0.830 0.103 -6.715 0.266
H 0.059 1.398 -7.649 0.256
H -0.754 1.274 -4.921 0.248
C -1.448 4.370 -2.354 -0.293
O -1.980 5.629 -2.707 -0.548
H -2.244 3.736 -1.962 0.143
H -0.810 3.800 -3.028 0.195
H -0.701 4.564 -1.585 0.198
H -1.223 6.218 -2.745 0.311
O -5.314 -1.397 0.198 -0.478
H -5.615 -0.711 0.794 0.288
H -6.061 -1.989 0.117 0.302
O -1.986 -3.435 -2.278 -0.443
H -1.257 -3.057 -2.770 0.324
H -2.110 -4.303 -2.662 0.276
C 0.777 -2.741 5.129 -1.186
C -0.633 -2.013 4.987 0.405
O -1.766 -2.794 5.303 -0.582
H 0.808 -3.696 4.604 0.285
H 0.764 -3.117 6.152 0.380
H 1.676 -2.148 4.965 0.329
H -0.696 -1.649 3.961 -0.236
H -0.790 -1.084 5.535 0.320
H -2.599 -2.340 5.156 0.323
C 2.115 2.521 1.664 -0.632
C 1.855 3.920 2.309 -0.374
O 3.074 4.526 2.404 -0.495
H 1.192 2.183 1.192 -0.014
H 2.056 1.717 2.397 0.323
H 2.933 2.441 0.948 0.382
H 1.427 3.847 3.309 0.278
H 1.083 4.484 1.786 0.254
H 2.818 5.447 2.494 0.307
C 3.784 -3.111 1.780 -1.235
C 3.148 -1.892 1.100 -0.037
O 1.819 -2.230 0.740 -0.480
H 3.798 -4.063 1.249 0.327
H 3.321 -3.431 2.714 0.217
H 4.741 -2.695 2.094 0.377
H 3.701 -1.383 0.311 0.345
H 3.244 -1.075 1.816 0.166
H 1.338 -1.411 0.603 0.254


Most stable: ii


i | 8
Properties=species:S:1:pos:R:3:mulliken_charge:R:1 method="wB97M-V/def2-TZVPD" homo_ev=-8.419 gap_ev=7.908 smiles="[H]/N=c1/cp1.Cl" total_charge=0
H 1.880 -1.448 -2.008 0.260
N 1.937 -1.434 -0.915 -0.572
C 1.397 -0.555 -0.196 0.229
C 1.072 -0.052 1.144 -0.262
P 0.072 0.796 0.088 0.008
H 1.367 0.047 2.181 0.339
Cl -4.220 -0.396 -0.279 -0.247
H -3.820 -0.183 0.948 0.244


ii | 8
Properties=species:S:1:pos:R:3:mulliken_charge:R:1 method="wB97M-V/def2-TZVPD" homo_ev=-8.068 gap_ev=7.380 smiles="[H]/N=c1/cp1.Cl" total_charge=0
H 1.127 -2.053 0.873 0.264
N 0.955 -1.056 1.122 -0.549
C -0.083 -0.379 0.988 0.103
C -0.775 0.815 0.861 -0.222
P -1.994 -0.294 1.214 -0.013
H -0.697 1.761 0.505 0.422
Cl 0.464 0.495 -3.338 -0.235
H 1.003 0.711 -2.226 0.229


Most stable: i